No. 1
Density functional theory data (ωB97M-V with the def2-TZVPD basis set) for an isolated molecule of C5H5NO.

XYZ file:
```
12
Properties=species:S:1:pos:R:3:forces:R:3
C -0.40774 1.45217 0.05493 1.0 1.8 1.8
C -1.12519 0.31079 -0.27814 0.7 -3.0 -2.4
C -0.19211 -0.80698 -0.37846 1.6 3.0 -0.2
C 1.09977 -0.16004 -0.03559 -3.5 -4.0 -0.6
C -1.57364 -0.96609 0.10498 -3.1 -2.5 3.2
N 0.96761 1.16145 -0.01971 -0.8 0.7 -1.3
O 2.28119 -0.72150 -0.13875 1.3 2.7 0.3
H -0.65660 2.44180 -0.15795 -0.6 1.4 -0.4
H -1.95531 -1.28868 1.19662 1.3 0.7 -1.7
H -2.23439 -1.50331 -0.57458 0.1 0.1 -0.1
H 1.64412 1.71039 0.36182 2.2 1.8 1.2
H 2.15229 -1.63001 -0.13517 -0.3 -2.8 -0.1
```
Positions in Å, forces in eV/Å.

- spin multiplicity = 3
- energy (Ha) = -323.232020
- Kohn-Sham gap (alpha / beta) (hartree) = 0.1974 / 0.2660
- E_HOMO (alpha / beta) (eV) = -4.72 / -8.52
- maximum force (hartree/bohr) = 0.103
- relative energy (zero: lowest compared OMol25 entry of this formula, charge and spin) (eV) = 3.309


No. 2
Density functional theory data (ωB97M-V with the def2-TZVPD basis set) for a structure of composition C29H37BrN4O8PPtS2Te.

XYZ file:
```
84
Properties=species:S:1:pos:R:3:forces:R:3
Pt 0.96213 -0.14297 1.90511 0.2 0.0 0.0
C -5.09167 -0.55981 2.57715 0.0 0.0 0.0
C -3.72616 -0.67637 3.19930 0.0 0.0 0.0
C -2.83897 -1.67022 2.79181 0.0 0.0 0.0
C -1.57415 -1.76421 3.34958 0.0 0.0 0.0
C -1.18595 -0.85013 4.31634 0.0 0.0 0.0
C -2.05868 0.13365 4.75102 0.0 0.0 -0.1
C -3.32471 0.21736 4.18825 0.0 0.0 0.0
S 0.43861 -0.94832 5.02816 0.0 0.1 0.0
O 0.46368 0.02303 6.10305 0.0 0.0 0.0
O 0.66869 -2.32187 5.42048 0.0 0.0 0.0
N 1.40978 -0.49746 3.82638 -0.1 -0.2 0.0
C 2.76605 -1.06556 3.87559 0.1 0.0 -0.1
C 3.10671 -1.81457 2.58636 0.0 0.0 0.1
O 4.05690 -2.57052 2.53180 0.0 0.0 0.0
O 2.32763 -1.55189 1.56964 0.0 0.0 0.0
H -5.19675 -1.23581 1.72903 0.0 0.0 0.0
H -5.27741 0.45855 2.22721 0.0 0.0 0.0
H -5.87382 -0.80155 3.29995 0.0 0.0 0.0
H -3.12741 -2.36613 2.01238 0.0 0.0 0.0
H -0.88117 -2.53062 3.02875 0.0 0.0 0.0
H -1.72730 0.82776 5.51192 0.0 0.0 0.0
H -4.00559 0.99682 4.51396 0.0 0.0 0.0
H 2.89954 -1.74403 4.71660 0.0 0.0 0.0
H 3.49898 -0.25758 3.96756 0.0 0.0 0.0
C 3.57569 -3.46170 -1.55474 0.0 0.0 0.0
C 2.96795 -4.30973 -2.66710 0.0 0.0 0.0
C 1.59506 -3.81875 -3.11400 0.0 0.0 0.0
N 0.64557 -3.93089 -2.01666 0.0 0.1 0.0
C -0.01331 -2.93985 -1.41272 0.1 0.0 0.1
S -0.55992 -3.03391 0.14303 -0.2 0.0 0.0
N -0.20396 -1.75371 -2.14054 -0.1 0.0 -0.1
C -0.83290 -1.72343 -3.37023 0.0 0.0 0.1
O -0.92930 -2.70164 -4.08427 0.0 0.0 0.0
C -1.43826 -0.40791 -3.76700 0.0 0.1 0.0
C -2.26391 -0.40528 -4.88856 0.0 0.0 0.0
C -2.88661 0.76233 -5.29445 0.0 0.0 0.0
C -2.68287 1.94148 -4.58748 0.0 0.0 0.0
C -1.85344 1.94575 -3.47630 0.0 0.0 0.0
C -1.23373 0.77488 -3.06543 0.0 0.0 0.0
H 4.54940 -3.84669 -1.25252 0.0 0.0 0.0
H 2.94448 -3.42899 -0.66511 0.0 0.0 0.0
H 3.71558 -2.43223 -1.88894 0.0 0.0 0.0
H 2.88077 -5.35264 -2.34182 0.0 0.0 0.0
H 3.62425 -4.32024 -3.54186 0.0 0.0 0.0
H 1.22881 -4.38556 -3.97138 0.0 0.0 0.0
H 1.64438 -2.77366 -3.41517 0.0 0.0 0.0
H 0.73667 -4.74582 -1.42766 0.0 0.0 0.0
H -0.28011 -0.95420 -1.52030 0.0 0.0 0.0
H -2.40612 -1.33499 -5.42258 0.0 0.0 0.0
H -3.53308 0.75567 -6.16278 0.0 0.0 0.0
H -3.16872 2.85548 -4.90583 0.0 0.0 0.0
H -1.67949 2.85717 -2.91871 0.0 0.0 0.0
H -0.58340 0.81504 -2.20566 0.0 0.0 0.1
Br -0.73970 4.68726 4.48863 0.0 0.0 0.0
C -1.08756 3.33312 3.22044 0.0 0.0 0.0
C -2.22830 3.38174 2.43856 0.0 0.0 0.0
C -2.43787 2.35709 1.53327 0.0 0.0 0.0
C -1.50731 1.34060 1.43513 0.0 0.0 0.0
N -0.40680 1.31725 2.19387 -0.1 0.0 0.0
C -0.19179 2.29198 3.08460 0.1 -0.1 0.0
H -2.93104 4.19704 2.54307 0.0 0.0 0.0
H -3.31524 2.34105 0.90151 0.0 0.0 0.0
H -1.61749 0.51832 0.74284 0.0 0.0 0.0
H 0.70743 2.20755 3.68007 0.0 0.0 0.0
C 4.00437 0.81724 -3.24294 0.0 0.0 0.0
C 2.84970 0.24659 -2.45440 0.0 0.0 0.0
O 1.92075 1.30117 -2.13146 0.1 0.0 0.0
P 1.60351 1.53459 -0.57241 -0.2 0.0 -0.1
O 0.81150 0.29584 -0.13428 0.0 0.0 0.0
Te 3.46786 2.22835 0.65717 0.0 0.0 0.0
O 0.47456 2.67466 -0.70606 0.0 -0.1 0.0
C 0.79318 4.02109 -1.07632 0.0 0.0 0.0
C -0.15604 4.94721 -0.35167 0.0 0.0 0.0
H 4.68672 0.01752 -3.53795 0.0 0.0 0.0
H 4.55005 1.53597 -2.63168 0.0 0.0 0.0
H 3.64227 1.31857 -4.14158 0.0 0.0 0.0
H 3.20105 -0.23150 -1.53598 0.0 0.0 0.0
H 2.29002 -0.49598 -3.02848 0.0 0.0 0.0
H 0.69507 4.10540 -2.16202 0.0 0.0 0.0
H 1.82918 4.23483 -0.80229 0.0 0.0 0.0
H -1.19466 4.69250 -0.57139 0.0 0.0 0.0
H 0.02207 5.98041 -0.65455 0.0 0.0 0.0
H -0.00401 4.86902 0.72571 0.0 0.0 0.0
```
Positions in Å, forces in eV/Å.

- spin multiplicity = 1
- energy (Ha) = -6047.573774
- charge = -1
- Kohn-Sham gap (hartree) = 0.2501
- E_HOMO (eV) = -4.74
- maximum force (hartree/bohr) = 0.004
- relative energy (zero: lowest compared OMol25 entry of this formula, charge and spin) (eV) = 0.804


No. 3
Density functional theory data (ωB97M-V with the def2-TZVPD basis set) for a cluster of 3 separate species, CH7NO3 in total.

XYZ file:
```
12
Properties=species:S:1:pos:R:3:forces:R:3
C -1.61544 -0.29312 -0.63491 -0.8 4.2 -0.2
N -1.77946 1.05728 -0.34656 -0.5 -4.2 -4.9
O -1.14955 -0.98508 0.25102 -0.3 -1.1 0.8
H -1.92974 -0.69501 -1.62540 0.4 0.3 0.5
H -1.62804 1.42743 0.49850 1.0 1.2 4.3
H -2.20168 1.68881 -0.99918 -0.5 -0.1 -0.6
H 1.84014 1.37843 -0.12025 0.6 0.1 0.1
H 2.80439 1.04528 -1.23183 0.3 0.0 -0.3
O 2.78929 1.38036 -0.33342 -0.8 -0.1 0.2
H 1.80675 -1.62589 0.96664 5.6 -3.3 -0.3
H 0.28305 -1.72191 1.09141 -6.7 -5.6 0.9
O 1.00700 -1.28770 1.03933 1.7 8.7 -0.5
```
Positions in Å, forces in eV/Å.

- spin multiplicity = 2
- energy (Ha) = -322.348695
- charge = +1
- Kohn-Sham gap (alpha / beta) (hartree) = 0.3553 / 0.1534
- E_HOMO (alpha / beta) (eV) = -14.60 / -14.59
- maximum force (hartree/bohr) = 0.172
- relative energy (zero: lowest compared OMol25 entry of this formula, charge and spin) (eV) = 1.563


No. 4
Density functional theory data (ωB97M-V with the def2-TZVPD basis set) for a cluster of 2 separate species, C5H9N2 in total.

XYZ file:
```
16
Properties=species:S:1:pos:R:3:forces:R:3
C 1.35488 1.35316 -0.57347 1.6 0.8 0.9
C -1.87460 -2.09240 -0.73650 -4.0 0.1 -3.9
C -2.01157 -0.68359 -0.27461 -0.8 1.0 2.3
C 0.23531 -0.76924 -1.35504 2.0 2.2 0.7
C 2.01476 1.89845 1.82603 -1.2 -2.6 2.0
N -0.93962 -1.06389 -1.06641 0.8 -1.9 0.6
N 1.80152 1.78324 0.43168 -1.6 0.1 -2.4
H 1.37660 1.34496 -1.64709 -0.1 0.4 0.3
H -1.81115 -2.77600 0.01169 1.5 -2.0 2.0
H -2.62089 -2.51005 -1.55765 1.8 1.3 1.5
H -2.67781 -0.02149 -0.72131 -1.3 0.8 -1.0
H -1.91080 -0.41316 0.81379 0.5 -0.6 -1.2
H 0.92459 -1.46021 -1.81654 -0.4 -0.9 -0.3
H 3.01004 1.48487 2.01261 -0.1 0.2 0.1
H 1.26040 1.10946 2.19308 1.2 1.2 0.2
H 1.86834 2.81588 2.45973 0.0 -0.3 -1.8
```
Positions in Å, forces in eV/Å.

- spin multiplicity = 1
- energy (Ha) = -304.943474
- charge = +1
- Kohn-Sham gap (hartree) = 0.3055
- E_HOMO (eV) = -12.36
- maximum force (hartree/bohr) = 0.108
- relative energy (zero: lowest compared OMol25 entry of this formula, charge and spin) (eV) = 7.798


No. 5
Density functional theory data (ωB97M-V with the def2-TZVPD basis set) for a cluster of 2 separate species, C5H16NO2Si in total.

XYZ file:
```
25
Properties=species:S:1:pos:R:3:forces:R:3
C -2.95697 1.00799 -0.17227 0.6 -0.9 3.3
C 2.18150 2.55307 -0.38664 2.8 1.2 4.5
C 3.63768 -1.87110 -0.87005 2.2 1.2 0.6
C 0.59331 -0.50960 1.66052 0.1 2.0 2.1
C -2.97646 -0.56486 -0.25131 3.1 3.1 0.6
N -1.61242 -0.92905 -0.58491 1.6 -1.0 -1.8
O 2.43478 1.16906 -0.15696 0.6 -1.1 0.2
O 2.73573 -1.47666 0.14671 -0.8 1.6 1.1
Si 2.08521 -0.11989 0.67361 -0.5 -1.0 -0.9
H -2.96884 1.44320 -1.12477 -1.1 0.6 -1.4
H -3.73692 1.24422 0.58043 0.0 0.6 -1.2
H -2.04002 1.52844 0.25020 -0.6 -1.3 0.0
H 2.03252 2.66419 -1.38155 -1.2 0.5 -2.9
H 3.17599 3.19138 -0.15064 -2.3 -1.6 -0.3
H 1.41288 2.79721 0.36652 0.1 0.7 -1.1
H 3.08782 -2.63666 -1.33990 0.4 -1.7 -0.5
H 4.63483 -2.06327 -0.29973 -1.7 -0.3 -1.7
H 3.77352 -1.10648 -1.66204 0.1 0.0 0.7
H 0.31717 0.38553 2.42480 0.1 -1.8 -2.4
H -0.14260 -0.81312 0.82969 0.1 0.6 1.1
H -3.08384 -1.08871 0.64827 -1.1 -0.2 1.7
H -3.74846 -0.75582 -0.90632 -1.5 -1.1 -1.8
H -1.21888 -0.32982 -1.35599 -0.7 -1.3 0.8
H 0.80349 -1.29546 2.40296 0.0 -0.2 -0.7
H -1.49072 -1.95240 -0.77580 -0.2 1.4 -0.2
```
Positions in Å, forces in eV/Å.

- spin multiplicity = 1
- energy (Ha) = -694.559574
- charge = +1
- Kohn-Sham gap (hartree) = 0.2999
- E_HOMO (eV) = -12.61
- maximum force (hartree/bohr) = 0.106
- relative energy (zero: lowest compared OMol25 entry of this formula, charge and spin) (eV) = 0.000


No. 6
Density functional theory data (ωB97M-V with the def2-TZVPD basis set) for a structure of composition C2H13FeO7.

XYZ file:
```
23
Properties=species:S:1:pos:R:3:forces:R:3
Fe 35.61163 28.32046 -27.71937 -0.5 -0.2 2.0
C 35.78960 27.89130 -23.45951 0.1 0.6 -0.2
C 35.49708 27.21519 -24.78370 -0.4 -2.0 0.4
O 35.17472 27.95419 -25.78921 0.0 1.4 -1.3
O 35.46589 25.98393 -24.83305 0.4 0.6 -0.1
H 34.90527 27.82212 -22.82696 -0.1 0.1 -0.1
H 36.02577 28.94268 -23.63334 -0.1 0.0 0.2
H 36.59383 27.42013 -22.89992 0.1 -0.2 -0.2
O 37.34682 29.46679 -27.02893 0.7 0.1 -0.2
H 38.13465 29.00646 -26.71091 -0.2 0.1 0.1
H 37.42015 30.36267 -26.67200 -0.2 -0.1 -0.1
O 36.28623 28.95320 -29.65441 0.2 0.3 -0.6
H 35.84885 29.06635 -30.50905 0.0 -0.2 0.2
H 37.20552 29.22032 -29.80022 -0.2 0.0 0.2
O 34.11239 27.19512 -28.70606 -0.4 -0.5 -0.5
H 33.99423 26.24624 -28.55015 0.0 0.2 0.2
H 33.46071 27.42322 -29.38169 0.0 0.0 0.2
O 36.81667 26.63209 -27.70590 0.9 -0.5 -0.4
H 37.75636 26.68951 -27.49220 -0.1 -0.1 0.1
H 36.64529 25.68579 -27.81300 -0.2 0.2 0.2
O 34.35324 30.10049 -27.69039 -0.3 0.5 -0.3
H 33.83155 30.49151 -26.97456 0.2 -0.3 0.1
H 33.95776 30.43378 -28.50624 0.1 0.0 0.2
```
Positions in Å, forces in eV/Å.

- spin multiplicity = 5
- energy (Ha) = -1874.229087
- charge = +1
- Kohn-Sham gap (alpha / beta) (hartree) = 0.2822 / 0.2825
- E_HOMO (alpha / beta) (eV) = -11.38 / -11.38
- maximum force (hartree/bohr) = 0.041
- relative energy (zero: lowest compared OMol25 entry of this formula, charge and spin) (eV) = 0.538